No. 1
CH2NP in the gas phase, computed with ωB97M-V with the def2-TZVPD basis set.

Structure (ORCA input):
```
! wB97M-V def2-TZVPD RIJCOSX def2/J DEFGRID3
* xyz 0 3
C 0.84979 -0.05382 0.05610
N 2.07564 0.30549 -0.05374
P -0.77098 -0.68877 -0.03452
H -1.10690 0.18270 0.89666
H -1.04755 0.25439 -0.86451
*
```

The calculation puts the LUMO energy (alpha / beta) at 0.59 / -3.65 eV. The frontier orbital gap (alpha / beta) comes out at 6.54 / 7.13 eV. The calculation puts the HOMO energy (alpha / beta) at -5.94 / -10.78 eV.

Results of the Löwdin charge analysis, in e, for atoms 1 through 4: -0.53 0.05 0.79 -0.15

No. 2
CH2O2S in the gas phase, computed with ωB97M-V with the def2-TZVPD basis set.

Structure (ORCA input):
```
! wB97M-V def2-TZVPD RIJCOSX def2/J DEFGRID3
* xyz 0 1
O 1.57990 -0.30588 0.49114
C 0.51787 -0.00807 0.11417
O 0.01120 0.21609 -1.13380
S -0.68007 -0.59261 1.29679
H 0.62291 0.34680 -1.74184
H -2.05180 0.34367 0.97354
*
```

The calculation puts the LUMO energy at 0.16 eV. The frontier orbital gap comes out at 10.07 eV. The calculation puts the HOMO energy at -9.91 eV. As for the SMILES: O=C(O)S.

Results of the Löwdin charge analysis, in e, for atoms 1 through 4: 0.04 -0.93 0.08 0.74

Computed calculated total energy, in the same sequence as the records: -11840.983 -15998.070 eV.
Computed relative energy (zero: lowest compared OMol25 entry of this formula, charge and spin), in the same sequence as the records: 358.2 180.0 kJ/mol.
Computed maximum force, in the same sequence as the records: 0.08528 0.13276 hartree/bohr.